[1]
# C2H2BrClIO6

C2H2BrClIO6 as an isolated structure (the ωB97M-V functional and the def2-TZVPD basis, OMol25).

Atoms and positions in Å:
1 O -0.9344 -2.1921 -1.5214
2 C -0.2297 -2.7722 -0.7602
3 O 0.7688 -2.1527 -0.0340
4 C 0.5371 -1.8750 1.3191
5 Br -1.1765 -2.5631 2.0032
6 I 0.5937 0.2662 1.5965
7 H -0.2303 -3.8583 -0.7020
8 H 1.3079 -2.3206 1.9025
9 O -1.5216 3.3657 -1.1236
10 Cl -0.1289 3.4941 -0.7675
11 O 0.6596 2.5417 -1.5142
12 O 0.0278 3.2310 0.6528
13 O 0.3264 4.8353 -1.0513

Its total charge is -1. The lowest unoccupied orbital energy is 2.341 eV.

[2]
# C9H14O

C9H14O as an isolated structure (the ωB97M-V functional and the def2-TZVPD basis, OMol25).

Atoms and positions in Å:
1 C 1.9230 -0.2726 -0.5082
2 C 1.4673 0.7540 0.5455
3 C 0.8780 -1.2664 -1.0355
4 C 0.3538 1.7439 0.2565
5 C -1.9988 -0.9655 -1.0291
6 C -0.5227 -0.6809 -1.0302
7 C -1.3982 -0.2376 0.1009
8 C -0.8911 1.1042 -0.2527
9 C -1.4974 -0.7378 1.4897
10 O -1.7586 1.8769 -1.0312
11 H 2.3022 0.2878 -1.2791
12 H 2.6688 -0.7867 0.0308
13 H 1.2171 0.2995 1.4482
14 H 2.3531 1.4504 0.7859
15 H 1.1889 -1.6405 -1.9330
16 H 0.9696 -2.0268 -0.1508
17 H 0.2954 2.4687 1.0462
18 H 0.6806 2.3738 -0.6551
19 H -2.7880 -0.4224 -1.7560
20 H -2.3470 -2.0549 -0.6749
21 H -2.2304 -1.6360 1.7148
22 H -1.6561 0.0345 2.3160
23 H -0.4752 -1.2370 1.8360
24 H -1.3081 2.4231 -1.5855

Its total charge is 0. Its multiplicity is 3. As for the expectation value of S²: 2.0075. For the energy above the lowest of the compared OMol25 structures with the same formula, charge and spin, the calculation gives 41.2 kcal per mole. The lowest unoccupied orbital energy (spin up / spin down) is 1.012 / -0.588 eV.

[3]
# C2H2FIO

C2H2FIO as an isolated structure (the ωB97M-V functional and the def2-TZVPD basis, OMol25).

Atoms and positions in Å:
1 C -0.1446 -1.0804 -0.7614
2 C -0.6265 0.1209 -0.7594
3 O 0.3053 -2.1369 -0.7051
4 F -0.4399 1.0274 -1.7430
5 I -1.4823 1.0684 0.9354
6 H 0.9925 0.8335 1.4793
7 H 1.3955 0.1670 1.5542

Its total charge is 0. For the energy above the lowest of the compared OMol25 structures with the same formula, charge and spin, the calculation gives 53.4 kcal per mole. The lowest unoccupied orbital energy is -0.964 eV.

[4]
# C3H3NO2S

One molecule with the formula C3H3NO2S (the ωB97M-V functional and the def2-TZVPD basis, OMol25).

Atoms and positions in Å:
1 S 2.9502 -0.3931 0.5235
2 C 1.4429 -0.5291 0.0109
3 C 0.3672 0.5280 0.2104
4 O -0.7093 -0.0368 0.9342
5 C -1.7009 -0.1490 0.0015
6 N -1.4662 0.3339 -1.1350
7 O -0.1755 0.9092 -1.0447
8 H 1.1083 -1.3876 -0.5306
9 H 0.7677 1.3844 0.7711
10 H -2.5846 -0.6599 0.2586

Its total charge is 0. For the energy above the lowest of the compared OMol25 structures with the same formula, charge and spin, the calculation gives 88.6 kcal per mole. Its SMILES is S=C[C@@H]1OC=NO1. The lowest unoccupied orbital energy is -0.758 eV.

The lowest total charge belongs to which entry?
C2H2BrClIO6